Record 1
C46H35BaCl3N5O3PS4Si as an isolated structure at a distorted geometry, computed with ωB97M-V with the def2-TZVPD basis set.

Values from the calculation:
Net charge: -2
HOMO energy: -1.62 eV
Maximum force: 1.44 eV/A
Energy: -5903.4794 hartree
LUMO level: 3.454 eV
HOMO-LUMO gap: 5.077 eV
Energy above the lowest of the compared OMol25 structures with the same formula, charge and spin: 0.0 kJ/mol

Structure (XYZ):
```
99
Properties=species:S:1:pos:R:3:forces:R:3
Ba 1.2354 0.6593 -0.3327 0.50 -0.47 1.26
O 0.6927 5.1090 5.7035 0.01 -0.16 -0.15
C 0.7853 4.2474 4.8470 0.00 0.11 0.08
S 2.3007 3.6572 4.1809 -0.02 0.01 0.04
C 1.6563 2.4545 3.0502 0.02 -0.01 0.08
C 0.3080 2.3497 3.0135 -0.04 -0.01 0.08
S -0.7485 1.3020 2.0816 0.20 -0.01 -0.12
S -0.5809 3.4300 4.0993 0.01 0.03 0.05
S 2.9090 1.5647 2.2077 -0.14 0.04 -0.14
N -1.1272 -1.9858 1.5881 0.05 -0.14 -0.24
C -1.4468 -3.0884 0.8538 0.14 0.17 0.21
C -2.3963 -4.0100 1.2519 -0.04 -0.07 0.00
C -2.6109 -5.1964 0.5254 0.02 0.08 0.02
C -1.8934 -5.4833 -0.6023 0.03 0.05 0.03
C -0.9272 -4.5511 -1.0571 0.02 -0.02 -0.01
C -0.1494 -4.7687 -2.2194 -0.05 -0.05 0.03
C 0.7516 -3.8313 -2.6210 0.04 0.02 -0.03
C 0.8793 -2.6522 -1.8600 -0.08 -0.02 0.16
N 0.1919 -2.4121 -0.7703 -0.02 -0.01 -0.07
C -0.7064 -3.3494 -0.3512 0.11 0.07 -0.09
H -1.7497 -1.6118 2.2846 0.00 -0.04 -0.05
H -0.5082 -1.3062 1.1724 -0.15 -0.05 0.17
H -2.9630 -3.8211 2.1569 0.01 -0.01 -0.02
H -3.3588 -5.8962 0.8814 0.01 0.01 0.00
H -2.0485 -6.4014 -1.1563 0.00 0.01 0.01
H -0.2868 -5.6898 -2.7758 0.00 0.01 0.00
H 1.3677 -3.9578 -3.5015 -0.02 -0.01 0.01
H 1.5890 -1.8943 -2.1835 -0.01 0.02 0.02
C -8.9551 4.2383 -2.0519 0.24 0.08 0.04
O -7.7449 4.7125 -1.4903 -0.07 -0.06 -0.12
C -6.6932 4.9354 -2.3476 -0.16 -0.04 -0.05
C -5.4781 5.2769 -1.7541 0.13 0.03 -0.04
C -4.3622 5.5110 -2.5347 -0.13 0.02 0.04
C -4.4410 5.4137 -3.9292 -0.06 0.07 0.08
C -5.6564 5.1167 -4.5100 -0.13 -0.01 -0.02
C -6.7848 4.8574 -3.7292 0.15 0.03 0.04
N -3.3451 5.7835 -4.7838 -0.54 0.30 0.06
N -2.2196 5.2864 -4.6477 0.53 -0.37 0.11
C -1.9507 4.1762 -3.8175 0.08 -0.01 -0.01
C -2.7988 3.0943 -3.6327 0.12 -0.10 0.02
C -2.4198 1.9635 -2.9219 0.04 -0.03 -0.08
C -1.1524 1.8456 -2.3235 0.08 -0.14 0.21
O -0.7532 0.8091 -1.6895 -0.84 0.51 -0.77
C -0.2731 3.0046 -2.4629 0.12 0.07 0.07
N 0.9151 2.9571 -1.7989 -0.02 0.17 -0.40
C 1.7753 3.9401 -1.9438 -0.14 -0.11 0.09
C 1.5179 5.0572 -2.7547 -0.09 -0.01 -0.08
C 0.3119 5.1474 -3.3939 0.07 -0.02 0.05
C -0.6418 4.1128 -3.2507 -0.01 0.04 0.03
H -9.6295 4.0479 -1.2218 0.02 0.01 0.06
H -8.8029 3.3107 -2.6082 0.05 -0.05 -0.02
H -9.4107 4.9761 -2.7169 0.01 0.07 -0.03
H -5.4270 5.3368 -0.6737 0.02 0.00 -0.04
H -3.4164 5.7532 -2.0650 -0.04 -0.02 -0.02
H -5.7182 5.0774 -5.5922 -0.03 -0.01 0.05
H -7.7150 4.6096 -4.2126 -0.11 -0.03 -0.07
H -3.7779 3.1042 -4.0902 -0.02 -0.02 -0.01
H -3.0949 1.1221 -2.8340 0.00 0.00 0.01
H 2.7089 3.8610 -1.3945 -0.02 -0.03 -0.02
H 2.2711 5.8266 -2.8571 -0.01 0.01 0.00
H 0.0665 5.9986 -4.0150 0.00 0.00 0.01
Cl 4.5250 -1.6322 -3.5440 0.01 -0.09 0.02
Si 3.4189 0.0963 -2.8243 0.21 0.12 -0.32
Cl 5.0211 1.5397 -2.7874 0.03 0.00 -0.01
Cl 2.4689 0.6775 -4.6679 -0.01 -0.01 -0.03
C 1.6108 -6.4472 1.0083 0.00 0.05 0.05
C 2.5787 -5.7491 0.3001 0.02 0.14 0.06
C 2.8652 -4.4231 0.6152 -0.15 -0.04 0.06
C 2.1815 -3.7609 1.6403 0.08 -0.15 0.07
C 1.2131 -4.4824 2.3487 -0.03 -0.03 -0.12
C 0.9337 -5.8089 2.0402 0.00 0.12 -0.05
P 2.3574 -1.9410 1.9471 0.04 -0.01 -0.03
C 4.1543 -1.6508 1.6766 0.07 -0.05 -0.11
C 4.5784 -1.5381 0.3477 -0.02 -0.04 0.06
C 5.8985 -1.2431 0.0286 -0.12 -0.03 0.02
C 6.8177 -1.0387 1.0464 -0.03 0.00 0.08
C 6.4080 -1.1260 2.3717 -0.07 -0.01 -0.03
C 5.0882 -1.4265 2.6866 -0.01 0.02 -0.01
C 2.1455 -1.8719 3.7667 -0.01 0.04 0.05
C 1.3799 -0.8316 4.2928 0.01 0.00 0.02
C 1.1910 -0.7232 5.6696 0.03 -0.02 -0.13
C 1.7593 -1.6540 6.5258 0.02 -0.03 -0.05
C 2.5130 -2.7046 6.0083 -0.01 0.04 -0.08
C 2.7020 -2.8122 4.6372 0.01 0.04 0.06
H 1.3812 -7.4767 0.7563 0.00 0.04 0.01
H 3.1158 -6.2316 -0.5095 -0.01 0.03 0.03
H 3.6248 -3.9049 0.0457 0.03 0.03 -0.01
H 0.6599 -3.9932 3.1422 0.00 -0.02 -0.04
H 0.1649 -6.3351 2.5955 0.03 0.02 -0.02
H 3.8656 -1.6717 -0.4633 0.03 0.02 0.03
H 6.1875 -1.1517 -1.0118 -0.02 0.00 0.03
H 7.8443 -0.7867 0.8082 -0.01 0.00 0.01
H 7.1160 -0.9356 3.1703 -0.02 0.00 -0.01
H 4.7762 -1.4480 3.7235 0.02 -0.01 -0.03
H 0.9296 -0.1022 3.6262 0.03 -0.06 0.04
H 0.6014 0.0990 6.0590 0.02 -0.02 -0.02
H 1.6163 -1.5659 7.5971 0.00 0.00 -0.02
H 2.9549 -3.4378 6.6733 0.00 0.00 -0.01
H 3.2824 -3.6359 4.2356 0.00 0.02 0.01
```
Forces are in eV/Å.

Record 2
One molecule with the formula C4H9NO, computed with ωB97M-V with the def2-TZVPD basis set.

Values from the calculation:
HOMO energy: -9.18 eV
Maximum force: 0.58 eV/A
Energy: -287.7690 hartree
LUMO level: 0.984 eV
SMILES: CN(C)CC=O
HOMO-LUMO gap: 10.159 eV
Energy above the lowest of the compared OMol25 structures with the same formula, charge and spin: 166.6 kJ/mol

Structure (XYZ):
```
15
Properties=species:S:1:pos:R:3:forces:R:3
C -1.5050 -0.8636 -0.1377 -0.14 -0.12 0.01
N -0.3911 -0.1099 0.4210 0.05 0.01 -0.07
C -0.6312 1.3129 0.2402 0.03 0.17 0.04
C 0.8346 -0.5485 -0.2191 0.07 -0.10 -0.15
C 2.1458 -0.0080 0.3229 0.22 -0.08 -0.22
O 3.1623 -0.0812 -0.3272 -0.44 0.12 0.36
H -1.6111 -0.7036 -1.2290 0.03 -0.01 0.17
H -2.4427 -0.5606 0.3389 0.17 -0.03 -0.03
H -1.3620 -1.9351 0.0351 -0.01 0.16 0.00
H -1.5724 1.5841 0.7311 0.19 -0.04 -0.07
H 0.1684 1.9005 0.7028 -0.08 -0.08 -0.09
H -0.7067 1.5999 -0.8265 0.04 -0.06 0.14
H 0.8418 -0.3561 -1.3081 -0.01 0.00 0.08
H 0.9052 -1.6388 -0.0969 0.03 0.13 -0.04
H 2.1641 0.4081 1.3526 -0.15 -0.06 -0.12
```
Forces are in eV/Å.

Record 3
A 6-piece molecular cluster, C17H51N6O6 overall at a distorted geometry, computed with ωB97M-V with the def2-TZVPD basis set.

Values from the calculation:
Net charge: +2
HOMO energy (alpha / beta): -13.79 / -13.79 eV
Maximum force: 5.60 eV/A
Energy: -1457.5073 hartree
LUMO level (alpha / beta): -4.778 / -10.648 eV
HOMO-LUMO gap (alpha / beta): 9.016 / 3.144 eV
Spin multiplicity: 2

Structure (XYZ):
```
80
Properties=species:S:1:pos:R:3:forces:R:3
O 0.4051 0.4446 -1.0865 -0.27 0.22 1.80
H 1.2025 0.9422 -0.8915 1.21 1.00 0.47
H -0.2551 1.0318 -1.4621 -1.45 0.51 -0.86
H 0.7329 -0.2173 -1.6997 0.26 -2.22 -1.78
C -3.1008 1.0830 -1.6173 2.75 -0.41 -0.88
O -1.9395 1.4280 -1.7519 2.18 1.08 0.00
N -3.5856 0.0760 -2.2298 -1.44 -4.32 -3.27
N -3.9038 1.5929 -0.7785 -2.67 3.18 3.74
H -2.9778 -0.4168 -2.8684 -0.38 0.06 -0.05
H -4.5717 -0.1423 -2.2207 0.31 -0.12 -0.20
H -3.5706 2.4821 -0.4344 -0.86 0.04 0.28
H -4.8694 1.2967 -0.7802 0.10 0.69 0.35
C 4.5477 1.0146 1.1927 -0.85 1.19 3.00
C 3.1000 1.1855 0.6713 2.51 0.89 0.61
C 2.6268 2.6632 0.6301 0.02 -2.18 -0.20
O 1.3218 2.6148 0.0081 0.80 1.00 0.10
C 0.7119 3.8926 -0.2607 0.28 -0.13 0.85
N 3.2121 0.6135 -0.6199 -1.54 -1.17 -2.86
H 4.5936 1.4859 2.1744 0.01 -0.15 0.62
H 5.3831 1.5532 0.7452 -0.35 -0.42 -1.06
H 4.7116 -0.0420 1.4044 0.40 0.06 -0.43
H 2.4328 0.5658 1.2704 -0.16 0.08 0.10
H 3.4307 3.1521 0.0798 -0.48 0.72 -0.41
H 2.6092 3.0305 1.6562 -0.29 0.32 -0.03
H 0.6716 4.4647 0.6663 -0.03 0.10 0.22
H -0.3173 3.7157 -0.5731 0.20 -0.09 -0.34
H 1.2733 4.5145 -0.9579 -0.02 -0.31 -0.32
H 3.7029 -0.2666 -0.5512 -0.30 -0.45 0.25
H 3.8347 1.0858 -1.2597 -0.03 0.90 0.13
C -1.3678 1.3309 1.6483 0.46 -0.16 -2.13
C -2.0621 1.2352 2.9724 -1.64 -0.48 2.20
C -2.0734 -0.1549 3.5909 0.56 -0.83 0.33
O -2.9779 -0.3334 4.6355 -0.32 -0.06 0.11
C -3.1486 -1.6840 5.1842 -0.74 1.07 0.88
N -1.3768 2.2820 3.8077 0.08 -2.52 -2.37
H -0.3411 0.9937 1.5060 0.22 0.00 0.97
H -1.4078 2.3230 1.1986 -0.16 0.19 0.17
H -1.8543 0.6856 0.9169 -0.50 -0.05 0.13
H -3.1078 1.5374 2.9151 -0.11 0.15 -0.39
H -1.0997 -0.4866 3.9517 0.65 0.34 -0.01
H -2.2787 -0.8895 2.8122 -0.14 0.03 -0.56
H -2.2442 -2.2518 5.4027 0.25 0.24 -0.66
H -3.9321 -2.2470 4.6770 0.41 0.01 -0.70
H -3.6107 -1.4908 6.1524 0.15 0.14 0.08
H -1.1954 2.9644 3.0856 0.11 1.58 0.68
H -0.5063 1.8312 4.0509 0.70 0.40 1.33
C 0.5727 -2.8128 2.9638 -1.52 1.41 0.39
C 0.2877 -3.4857 1.6551 -0.12 -0.80 0.19
C 0.3002 -2.6014 0.4260 0.03 0.70 -0.56
O -0.7639 -1.6076 0.4209 1.83 1.36 0.41
C -1.9782 -2.0036 -0.1575 0.56 -2.24 0.32
N 1.2935 -4.5501 1.5699 -0.29 0.06 -1.57
H -0.3068 -2.2597 3.2937 -0.06 0.28 0.06
H 1.3667 -2.0770 2.8369 0.37 -0.21 0.30
H 0.7388 -3.5280 3.7695 0.39 0.06 -0.20
H -0.7455 -3.8217 1.5673 -0.01 -0.99 0.83
H 0.2648 -3.1631 -0.5074 -0.37 -0.50 0.10
H 1.2731 -2.1151 0.3548 0.01 0.81 0.14
H -2.1389 -2.8886 0.4582 -1.68 -0.28 -0.47
H -1.8669 -2.3420 -1.1876 0.22 0.02 -0.27
H -2.8001 -1.2878 -0.1680 0.45 0.30 0.66
H 1.4709 -4.9920 2.4606 -0.31 -0.04 0.06
H 2.1499 -4.0633 1.3471 0.48 -0.23 -0.16
C -0.4633 -1.6263 -4.0825 -0.60 -1.34 -1.00
C 0.9813 -1.2003 -4.0481 -2.14 -0.31 -2.32
C 1.1995 0.2585 -4.5680 0.13 0.65 -0.75
O 0.6173 1.2795 -3.7720 -0.15 -0.47 2.19
C 0.9722 2.6286 -4.0138 0.31 -0.24 -0.99
N 1.4158 -1.4533 -2.7362 2.45 2.42 2.83
H -1.1247 -1.1728 -3.3443 0.24 0.43 -0.16
H -0.4848 -2.6977 -3.8833 0.03 -0.19 0.43
H -0.8677 -1.6319 -5.0947 -0.24 0.69 0.03
H 1.5314 -1.8851 -4.6934 -0.03 0.38 -0.78
H 0.7870 0.5380 -5.5374 -0.50 -1.46 -0.58
H 2.2517 0.3665 -4.8314 0.68 0.44 0.95
H 0.6865 2.8906 -5.0325 0.39 0.02 -0.36
H 2.0403 2.7664 -3.8455 0.14 0.16 -0.18
H 0.4282 3.3672 -3.4251 -0.24 -0.69 0.59
H 2.3097 -0.9838 -2.7617 0.65 0.66 0.77
H 1.7740 -2.3345 -2.3970 -0.99 -0.97 -0.80
```
Forces are in eV/Å.